1.
{"formula": "C19H16ClFNO5S2", "method": "ωB97M-V/def2-TZVPD", "elements": ["H", "C", "C", "C", "H", "O", "H", "C", "C", "H", "O", "S", "C", "C", "C", "C", "H", "H", "N", "H", "C", "C", "H", "H", "F", "H", "H", "C", "O", "O", "C", "H", "Cl", "H", "C", "H", "C", "C", "C", "H", "O", "S", "C", "C", "H"], "positions_angstrom": [[2.042, 1.091, -3.696], [-1.077, -1.603, 0.007], [-3.923, 1.819, 2.186], [2.189, 2.313, 0.982], [4.085, 2.731, -0.235], [4.131, -3.999, -2.089], [1.365, -3.563, 0.932], [-4.037, 3.353, 2.842], [1.272, -0.926, -1.546], [2.254, -3.386, -0.730], [6.256, -4.751, -1.363], [2.113, 2.964, -1.896], [-3.254, 1.551, 0.693], [-0.936, 0.869, -1.416], [-4.484, -0.460, 4.118], [0.568, 0.520, -1.981], [2.360, 3.362, 1.512], [1.028, 2.163, 0.751], [-3.169, 0.167, 0.080], [-1.679, -2.344, 0.686], [0.432, -1.975, -0.572], [-3.456, 4.669, 1.989], [-3.577, -0.572, 0.695], [2.529, 1.476, 1.757], [0.991, -5.709, -1.647], [-3.549, 5.760, 2.464], [0.399, 2.135, -3.591], [1.280, 1.637, -2.960], [-1.064, -4.722, -0.840], [4.559, -6.319, -1.883], [0.272, -4.648, -0.891], [-4.464, -1.230, 5.030], [4.830, -5.011, -1.320], [-2.362, 5.374, -0.082], [-1.781, -0.172, -0.415], [2.356, -1.228, -1.925], [1.178, -3.429, -0.216], [-4.501, 0.550, 3.110], [3.039, 2.203, -0.454], [3.241, 1.042, -0.633], [4.373, -4.973, 0.056], [-1.861, 2.497, -1.798], [-2.670, 2.895, -0.113], [-2.770, 4.419, 0.501], [-4.525, 3.462, 3.902]], "lowdin_charge": [0.10, 0.04, -0.12, -0.19, 0.09, -0.41, 0.14, -0.03, 0.03, 0.10, -0.39, 0.72, -0.11, -0.34, 0.04, -0.20, 0.07, 0.07, 0.00, 0.10, -0.11, -0.08, 0.11, 0.08, -0.02, 0.09, 0.08, -0.47, -0.03, -0.38, -0.16, 0.06, 0.63, 0.10, -0.14, 0.12, -0.06, -0.09, -0.54, 0.08, -0.40, 0.78, -0.37, -0.07, 0.09], "total_charge": -1, "homo_lumo_gap_ev": 7.011, "e_tot_ha": -2519.970517, "lumo_ev": 0.86}

=====

2.
{"formula": "C19H16F3NO2", "method": "ωB97M-V/def2-TZVPD", "elements": ["H", "H", "N", "O", "H", "H", "F", "H", "H", "H", "H", "H", "C", "C", "H", "C", "F", "C", "O", "C", "H", "C", "C", "C", "C", "C", "H", "C", "F", "C", "C", "C", "C", "H", "C", "H", "H", "H", "C", "C", "C"], "positions_angstrom": [[4.178, 0.778, 0.270], [-1.717, -1.216, 3.218], [3.095, 0.776, -2.740], [-1.540, 0.349, -2.080], [0.070, 2.643, 0.707], [2.786, -3.988, 0.399], [-4.201, 1.919, 2.748], [5.179, -3.399, -0.084], [-3.983, -0.770, -2.331], [-2.133, 2.836, 1.810], [5.865, -0.999, -0.154], [-2.449, 0.123, -4.000], [3.875, -0.276, 0.252], [2.494, -0.600, 0.305], [1.947, 1.490, 0.126], [-0.315, 0.789, -2.498], [-4.198, -0.280, 2.712], [0.799, 0.433, -1.493], [-0.203, 1.334, -3.587], [1.435, 0.482, 0.130], [-4.081, 0.818, -1.515], [2.033, 0.677, -2.235], [-3.497, 0.814, 3.132], [2.158, -1.941, 0.522], [-2.105, 0.803, 2.563], [0.320, 0.522, 1.142], [0.526, -1.322, 2.357], [-0.352, 1.773, 1.236], [-3.495, 0.794, 4.512], [3.124, -2.944, 0.404], [4.834, -1.267, 0.105], [-0.075, -0.450, 2.087], [-2.592, 0.680, -3.058], [1.115, -2.226, 0.723], [-1.569, 1.884, 1.900], [-4.613, 0.645, -3.220], [-2.589, 1.756, -3.295], [0.655, -0.765, -1.439], [-3.909, 0.308, -2.462], [4.463, -2.619, 0.133], [-1.335, -0.365, 2.699]], "lowdin_charge": [0.12, 0.12, 0.19, -0.01, 0.13, 0.11, 0.11, 0.10, 0.08, 0.13, 0.11, 0.13, -0.04, -0.21, 0.15, -0.43, 0.12, -0.06, 0.11, -0.13, 0.08, -0.22, -0.51, -0.06, -0.13, -0.16, 0.11, -0.01, 0.11, -0.07, -0.08, -0.01, -0.22, 0.11, -0.02, 0.08, 0.13, 0.20, -0.08, -0.07, 0.01], "smiles": "CCOC(=O)[C@@H](C#N)[C@H](c1ccccc1)c1ccc(C(F)(F)F)cc1", "homo_lumo_gap_ev": 9.477, "e_tot_ha": -1238.397708, "relative_energy_ev": 2.263, "lumo_ev": -0.13}

=====

3.
{"formula": "C19H16F6N3O8P2W", "method": "ωB97M-V/def2-TZVPD", "elements": ["C", "C", "C", "C", "C", "H", "O", "H", "C", "F", "N", "O", "C", "C", "H", "O", "H", "C", "H", "C", "O", "C", "O", "F", "H", "P", "C", "O", "C", "H", "C", "C", "F", "H", "H", "C", "H", "F", "H", "O", "F", "O", "F", "N", "H", "N", "W", "H", "P", "C", "H", "H", "C", "C", "H"], "positions_angstrom": [[-1.745, 2.786, 1.240], [1.456, -1.139, 3.934], [1.442, -0.557, 2.678], [-1.246, 4.181, 0.793], [-3.124, -1.877, 1.584], [-2.425, 0.054, -5.436], [3.484, 3.216, -0.321], [-0.502, 2.730, 2.979], [-0.001, 0.569, -3.152], [-1.379, 4.355, -0.529], [-1.586, -0.793, 0.152], [1.718, 1.559, 0.681], [-0.771, -1.257, 2.332], [-0.810, -1.846, 3.580], [-0.048, 0.813, -5.270], [3.791, -0.655, 0.387], [-4.451, -1.350, -1.487], [-1.562, 2.638, 2.747], [-3.375, -2.301, 2.544], [-0.607, 0.519, -4.394], [1.475, -1.009, -0.710], [-4.053, -1.874, 0.556], [3.503, -1.360, -2.080], [-1.904, 5.165, 1.409], [0.300, -2.236, 5.369], [2.441, 2.232, -0.524], [-1.921, -0.264, -2.122], [1.168, 2.736, -1.375], [-1.920, 0.092, -4.480], [-3.594, -0.694, -3.391], [-3.729, -1.344, -0.684], [-3.231, 2.573, 0.870], [-4.042, 3.441, 1.466], [-1.692, -2.367, 3.919], [-1.919, 1.658, 3.059], [-1.876, -1.318, 1.354], [4.450, -1.540, -2.014], [-3.601, 1.331, 1.266], [-5.036, -2.293, 0.719], [-1.023, 1.845, 0.545], [-3.440, 2.629, -0.450], [2.846, 0.940, -1.415], [0.053, 4.300, 1.087], [0.346, -0.604, 1.910], [-2.113, 3.405, 3.289], [-0.654, 0.217, -2.040], [0.174, 0.409, 0.009], [1.019, 0.902, -3.025], [2.970, -0.574, -0.819], [-2.584, -0.319, -3.332], [2.355, -1.085, 4.530], [2.304, -0.057, 2.253], [-2.466, -0.805, -0.861], [0.317, -1.777, 4.391], [1.215, 3.640, -1.709]], "mulliken_spin": [0.03, 0.00, 0.00, -0.01, -0.02, 0.00, 0.00, 0.00, -0.02, 0.00, -0.06, 0.03, 0.07, 0.00, 0.00, 0.00, 0.00, 0.00, 0.00, 0.00, 0.00, 0.03, 0.00, 0.00, 0.00, 0.04, -0.02, 0.02, 0.00, 0.00, -0.02, -0.01, 0.00, 0.00, 0.00, 0.01, 0.00, 0.00, 0.00, 0.15, 0.00, 0.00, 0.00, 0.00, 0.00, 0.01, 1.68, 0.00, 0.02, 0.00, 0.00, 0.01, 0.05, 0.01, 0.00], "total_charge": 1, "homo_lumo_gap_ev": [6.515, 8.230], "e_tot_ha": -2849.052854, "relative_energy_ev": 0.531, "multiplicity": 3, "lumo_ev": [-4.45, -4.65]}

=====

4.
{"formula": "C19H16FN3O3", "method": "ωB97M-V/def2-TZVPD", "elements": ["C", "C", "N", "H", "H", "H", "C", "C", "H", "C", "C", "H", "H", "H", "C", "C", "C", "C", "C", "H", "C", "N", "O", "C", "H", "H", "C", "H", "C", "N", "C", "C", "O", "O", "H", "H", "H", "C", "H", "H", "C", "F"], "positions_angstrom": [[-1.088, -0.717, 1.978], [3.980, -0.464, 0.460], [1.729, 0.252, -0.119], [6.921, 0.541, -0.864], [-3.848, -2.941, -0.029], [-0.682, -0.427, 2.942], [-2.866, 0.058, -0.751], [-3.113, 1.409, -0.804], [0.992, 1.306, 2.685], [-1.654, -0.729, -1.215], [3.627, 1.184, -1.266], [-1.264, -1.792, 1.984], [-6.240, 1.375, 0.525], [-5.783, -1.073, 0.601], [-4.345, 1.842, -0.328], [-0.160, -0.372, 0.869], [0.811, 0.041, -1.141], [3.119, 0.327, -0.295], [-5.045, -0.386, 0.217], [2.949, 1.770, -1.864], [4.993, 1.249, -1.470], [-3.323, -2.122, -0.294], [-1.522, -0.642, -2.608], [5.345, -0.376, 0.256], [5.386, 1.908, -2.229], [1.784, -0.239, 3.082], [-0.404, -0.350, -0.476], [-2.396, 2.109, -1.201], [-2.060, -2.183, -0.818], [1.149, -0.065, 1.100], [-3.823, -0.830, -0.250], [-5.301, 0.978, 0.174], [-1.398, -3.182, -0.914], [1.054, 0.175, -2.334], [-2.046, -0.221, 1.830], [2.631, 0.970, 2.106], [-0.598, -0.406, -2.825], [1.660, 0.525, 2.313], [6.011, -0.990, 0.844], [3.582, -1.159, 1.184], [5.855, 0.481, -0.705], [-4.618, 3.165, -0.349]], "lowdin_charge": [0.03, -0.03, 0.06, 0.10, 0.17, 0.08, -0.09, 0.08, 0.10, -0.32, 0.00, 0.10, 0.12, 0.11, -0.27, -0.17, -0.35, -0.20, -0.01, 0.12, -0.07, 0.17, 0.06, -0.08, 0.11, 0.10, 0.00, 0.14, -0.38, -0.06, -0.21, -0.01, 0.12, 0.05, 0.09, 0.09, 0.08, -0.01, 0.10, 0.11, -0.09, 0.05], "smiles": "Cc1c([C@@]2(O)C(=O)Nc3ccc(F)cc32)c(=O)n(-c2ccccc2)n1C", "homo_lumo_gap_ev": 8.746, "e_tot_ha": -1223.501891, "relative_energy_ev": 0.000, "lumo_ev": 0.43}

=====

What is the formula in the fourth record? C19H16FN3O3